# 1
A molecular structure, C3H4O2S2 at a distorted geometry. Source: the OMol25 dataset; level of theory: wB97M-V/def2-TZVPD.

Structure (XYZ):
```
11
Properties=species:S:1:pos:R:3
C -1.712 1.058 -0.796
C -0.624 0.038 -0.487
C 0.391 0.456 0.648
O -2.597 0.801 -1.609
O -1.505 2.131 -0.078
S 1.958 2.688 2.041
S 0.647 2.289 0.641
H -1.178 -0.915 -0.324
H 0.072 -0.117 -1.426
H 0.015 0.182 1.541
H 1.457 -0.009 0.393
```

2S+1 ... 1
Total charge ... 0
HOMO energy (alpha / beta) ... -9.683 / -10.020 eV
HOMO-LUMO gap (alpha / beta) ... 0.233 / 0.260 hartree
E_LUMO (alpha / beta) ... -3.4 / -3.0 eV

These are the Löwdin partial charges, in e, on atoms 1 to 2: number 1, C, carries -0.640; number 2, C, carries -0.146


# 2
A molecular structure, C52H47BrFGaN4O8S2Si. Source: the OMol25 dataset; level of theory: wB97M-V/def2-TZVPD.

Structure (XYZ):
```
117
Properties=species:S:1:pos:R:3
Ga 0.012 -1.581 0.359
C 6.198 3.354 -1.117
C 6.342 2.282 -0.037
C 7.662 1.527 -0.140
C 7.652 0.596 -1.350
C 6.522 -0.387 -1.191
C 6.607 -1.684 -1.654
C 5.544 -2.557 -1.466
F 5.675 -3.816 -1.932
C 4.406 -2.183 -0.805
C 4.306 -0.874 -0.328
C 3.105 -0.459 0.436
O 2.405 -1.304 0.977
C 2.908 0.984 0.496
C 3.980 1.778 0.298
N 5.221 1.337 -0.072
C 5.357 0.027 -0.526
C 1.561 1.702 0.688
O 1.624 2.949 0.672
O 0.520 0.998 0.780
H 7.070 4.014 -1.112
H 5.309 3.961 -0.940
H 6.099 2.904 -2.106
H 6.309 2.779 0.935
H 7.798 0.921 0.761
H 8.483 2.245 -0.192
H 8.600 0.066 -1.447
H 7.513 1.185 -2.263
H 7.489 -2.023 -2.186
H 3.588 -2.878 -0.644
H 3.851 2.846 0.428
C -5.320 -2.083 1.342
C -4.305 -2.643 2.107
C -3.165 -1.918 2.404
C -3.030 -0.615 1.943
C -4.031 -0.054 1.159
C -5.171 -0.791 0.863
H -6.191 -2.668 1.075
H -4.392 -3.666 2.453
H -2.348 -2.359 2.962
H -3.904 0.939 0.750
H -5.933 -0.351 0.230
C -2.731 2.994 5.166
C -2.772 1.613 4.494
C -2.087 0.604 5.429
C -4.244 1.171 4.373
Si -1.782 1.624 2.812
O -1.874 0.052 2.271
C -0.099 2.204 3.399
C 0.870 1.338 3.913
C 2.032 1.826 4.493
C 2.254 3.197 4.564
C 1.315 4.070 4.033
C 0.154 3.574 3.453
C -2.456 2.924 1.620
C -3.658 3.612 1.815
C -4.106 4.562 0.906
C -3.351 4.851 -0.224
C -2.152 4.184 -0.433
C -1.710 3.228 0.474
H -3.277 2.961 6.120
H -3.186 3.769 4.541
H -1.703 3.300 5.374
H -2.623 0.562 6.386
H -1.052 0.883 5.634
H -2.089 -0.400 4.993
H -4.719 1.221 5.363
H -4.326 0.146 4.014
H -4.823 1.800 3.693
H 0.726 0.265 3.819
H 2.769 1.135 4.889
H 3.165 3.579 5.011
H 1.492 5.140 4.060
H -0.564 4.268 3.027
H -4.268 3.399 2.685
H -5.046 5.074 1.081
H -3.699 5.591 -0.936
H -1.550 4.410 -1.306
H -0.769 2.713 0.308
N -2.775 -5.504 -6.385
C -1.969 -5.475 -5.229
C -2.152 -4.483 -4.269
C -1.346 -4.443 -3.146
C -0.359 -5.398 -2.966
C -0.197 -6.419 -3.893
C -1.005 -6.462 -5.017
S 0.812 -5.235 -1.631
O 0.296 -5.941 -0.488
O 2.074 -5.722 -2.165
N 0.855 -3.677 -1.307
C 1.307 -2.795 -2.223
S 2.125 -3.187 -3.775
C 2.260 -1.495 -4.116
C 1.744 -0.778 -3.098
N 1.212 -1.487 -2.050
H -3.183 -4.611 -6.607
H -2.319 -5.916 -7.182
H -2.925 -3.733 -4.409
H -1.464 -3.669 -2.399
H 0.583 -7.153 -3.734
H -0.885 -7.252 -5.752
H 2.724 -1.142 -5.025
H 1.717 0.304 -3.048
Br -5.756 -1.543 -3.363
C -4.348 -0.340 -2.906
C -4.449 0.910 -3.511
C -3.492 1.882 -3.268
C -2.433 1.601 -2.419
C -2.341 0.353 -1.827
C -3.287 -0.652 -2.048
C -3.065 -2.000 -1.311
O -3.931 -2.870 -1.386
O -1.962 -2.051 -0.681
H -5.282 1.112 -4.172
H -3.580 2.852 -3.744
H -1.676 2.349 -2.215
H -1.520 0.125 -1.160
```

2S+1 ... 1
Total charge ... -2
HOMO energy ... -2.309 eV
HOMO-LUMO gap ... 0.218 hartree
E_LUMO ... 3.6 eV

These are the Löwdin partial charges, in e, on atoms 1 to 2: number 1, Ga, carries 0.957; number 2, C, carries -0.040


Computed values of energy relative to the best compared isomer or geometry (same formula, charge and spin) (unit: kcal/mol) for the preceding records, in sequence: 59.8; 65.6.
Computed values of E (unit: Ha) for the preceding records, in sequence: -1063.468805; -8515.486801.